# 1
103
Properties=species:S:1:pos:R:3:lowdin_charge:R:1 method="wB97M-V/def2-TZVPD" homo_ha=-0.370 total_charge=+1 orbital_gap_ev=7.53 e_above_lowest_kj_mol=57.8
Zr 0.40 0.64 0.45 1.83
C 5.73 0.30 0.53 0.03
C 5.03 1.44 1.23 -0.55
C 5.97 2.44 1.85 0.03
O 4.15 0.89 2.19 0.01
C 2.94 1.63 2.18 -0.15
C 2.85 1.92 0.66 -0.21
O 4.17 2.15 0.29 -0.01
C 1.83 2.99 0.14 -0.34
O 0.58 2.52 0.64 -0.30
C 2.03 4.43 0.58 -0.14
C 0.92 5.27 0.51 -0.01
C 1.00 6.60 0.91 -0.06
C 2.20 7.10 1.41 -0.08
C 3.31 6.28 1.48 -0.06
C 3.23 4.95 1.07 -0.02
C 1.78 2.91 -1.41 -0.13
C 0.72 2.27 -2.07 -0.06
C 0.69 2.19 -3.46 -0.06
C 1.71 2.77 -4.20 -0.07
C 2.75 3.42 -3.55 -0.06
C 2.79 3.48 -2.17 -0.01
C 1.82 0.75 2.81 -0.34
O 1.41 -0.23 1.84 -0.35
C 2.31 0.06 4.08 -0.14
C 1.95 -1.26 4.34 -0.02
C 2.34 -1.87 5.53 -0.07
C 3.11 -1.17 6.45 -0.08
C 3.47 0.15 6.19 -0.06
C 3.07 0.76 5.01 -0.02
C 0.56 1.57 3.21 -0.17
C -0.67 0.92 3.18 -0.06
C -1.84 1.59 3.55 -0.05
C -1.78 2.92 3.92 -0.06
C -0.55 3.57 3.96 -0.04
C 0.61 2.90 3.62 -0.02
H 6.34 -0.24 1.25 0.10
H 6.37 0.69 -0.26 0.10
H 5.00 -0.39 0.11 0.07
H 6.72 1.92 2.44 0.10
H 5.43 3.12 2.50 0.09
H 6.47 3.02 1.07 0.10
H 3.05 2.56 2.73 0.14
H 2.56 0.95 0.19 0.11
H -0.02 4.88 0.13 0.12
H 0.13 7.24 0.84 0.11
H 2.26 8.13 1.74 0.11
H 4.25 6.66 1.85 0.11
H 4.11 4.32 1.10 0.09
H -0.14 1.89 -1.52 0.07
H -0.14 1.70 -3.95 0.12
H 1.67 2.74 -5.28 0.11
H 3.54 3.89 -4.13 0.11
H 3.61 3.99 -1.67 0.13
H 1.35 -1.81 3.62 0.11
H 2.05 -2.89 5.73 0.11
H 3.42 -1.64 7.38 0.11
H 4.06 0.71 6.90 0.11
H 3.36 1.79 4.82 0.12
H -0.72 -0.14 2.98 0.11
H -2.78 1.06 3.54 0.11
H -2.69 3.45 4.19 0.11
H -0.49 4.61 4.27 0.12
H 1.55 3.43 3.67 0.12
C -1.08 -2.30 0.47 -0.04
C -1.98 -1.11 0.60 -0.38
C -3.24 -1.04 1.09 -0.04
C -3.69 0.32 0.94 -0.06
C -2.68 1.03 0.37 -0.37
C -2.65 2.49 0.05 -0.03
N -1.59 0.17 0.14 -0.13
H -1.54 -3.15 0.97 0.09
H -0.10 -2.17 0.94 0.05
H -0.92 -2.58 -0.57 0.07
H -3.80 -1.87 1.50 0.11
H -4.65 0.72 1.22 0.11
H -3.63 2.92 0.27 0.09
H -2.44 2.67 -1.01 0.08
H -1.91 3.04 0.64 0.05
O 1.21 -0.48 -1.15 -0.64
S 1.63 -1.63 -2.07 1.14
C 2.66 -0.93 -3.31 -0.40
C 2.44 -1.36 -4.61 -0.08
C 3.30 -0.91 -5.60 -0.05
C 4.34 -0.04 -5.28 -0.05
C 4.52 0.39 -3.97 -0.05
C 3.68 -0.05 -2.97 -0.05
C 2.84 -2.56 -1.15 -0.36
C 3.54 -3.55 -1.84 -0.07
C 4.48 -4.29 -1.15 -0.06
C 4.71 -4.06 0.20 -0.05
C 3.99 -3.08 0.87 -0.05
C 3.04 -2.33 0.20 -0.07
H 1.62 -2.03 -4.84 0.12
H 3.16 -1.23 -6.63 0.12
H 5.00 0.32 -6.06 0.12
H 5.32 1.07 -3.72 0.12
H 3.82 0.27 -1.94 0.11
H 3.38 -3.72 -2.90 0.12
H 5.03 -5.06 -1.68 0.12
H 5.46 -4.64 0.73 0.11
H 4.17 -2.89 1.93 0.12
H 2.50 -1.55 0.73 0.07

=====

# 2
80
Properties=species:S:1:pos:R:3:lowdin_charge:R:1 method="wB97M-V/def2-TZVPD" homo_ha=-0.108 total_charge=-1 orbital_gap_ev=1.28
C 1.54 2.31 4.78 -0.06
C 0.39 2.34 3.77 -0.43
O 0.72 3.32 2.84 -0.01
C 0.29 0.99 3.07 -0.05
C -0.57 1.10 1.81 -0.24
B -1.92 1.94 2.09 -0.57
O -2.63 1.65 3.28 0.08
O -2.41 2.87 1.25 0.24
O -1.10 -0.25 1.61 -0.09
S -1.65 -0.35 0.11 0.65
O -3.02 -0.02 -0.02 -0.17
O -1.27 -1.59 -0.45 -0.23
O -0.71 0.82 -0.47 -0.13
C 0.14 1.43 0.50 -0.36
C 1.53 0.86 0.35 -0.10
C 1.67 -0.68 0.49 -0.12
C 2.97 -1.10 -0.25 -0.25
C 3.14 -2.58 -0.55 -0.47
S 1.95 -3.49 -1.55 1.09
C 1.25 -2.34 -2.64 -0.62
N 1.88 -1.67 -3.57 0.05
N 0.88 -0.95 -4.21 -0.01
C -0.24 -1.23 -3.61 -0.22
O -0.06 -2.10 -2.63 0.05
C 0.32 2.94 0.16 -0.02
C -0.07 3.14 -1.32 -0.22
C 1.04 3.94 -2.22 0.01
O 0.57 2.42 -2.27 -0.14
H 1.53 1.40 5.39 0.08
H 1.57 3.21 5.38 0.11
H 2.45 2.33 4.16 0.02
H -0.51 2.56 4.35 0.16
H -0.13 3.79 2.67 0.07
H -0.19 0.28 3.74 0.15
H 1.30 0.62 2.90 0.09
H -3.50 1.39 2.92 0.07
H -3.21 2.61 0.77 0.15
H 2.14 1.31 1.13 0.13
H 1.94 1.21 -0.57 0.04
H 0.85 -1.25 0.07 0.09
H 1.86 -0.90 1.53 0.11
H 3.79 -0.84 0.43 0.10
H 3.14 -0.49 -1.15 0.08
H 4.07 -2.62 -1.15 0.00
H 3.34 -3.13 0.36 0.08
H -1.17 -0.75 -3.83 0.15
H 1.36 3.22 0.23 0.13
H -0.33 3.60 0.70 0.09
H -1.10 3.38 -1.51 0.16
H 0.18 4.60 -2.52 0.10
H 1.35 3.84 -3.26 0.11
Li -4.09 1.59 4.43 0.84
C -6.14 -1.32 3.48 -0.99
O -6.46 -2.29 2.78 0.01
O -6.93 -0.74 4.30 -0.06
O -4.95 -0.78 3.44 -0.12
Li 5.67 -3.78 -1.06 0.73
C 2.41 -5.00 -3.82 -0.56
O 3.66 -5.32 -3.52 -0.36
H 1.90 -5.61 -4.62 0.06
H 1.66 -5.01 -2.99 -0.03
H 2.26 -3.91 -4.25 0.04
Li 3.60 1.00 4.37 0.52
N -0.96 -4.80 -0.85 -0.59
O -0.84 -5.82 -0.17 -0.03
O -1.55 -3.79 -0.41 -0.05
O -0.45 -4.73 -2.01 -0.17
Na 3.13 1.80 -1.94 0.62
Li 0.03 -2.33 -6.07 0.81
O -0.49 5.61 1.91 -0.47
S -0.24 6.85 2.71 0.19
O 0.98 6.64 3.54 -0.46
O -1.40 7.10 3.59 -0.45
O -0.03 7.99 1.79 -0.43
C -2.58 -4.50 -4.16 -0.06
C -2.89 -4.22 -5.55 -0.29
N -3.12 -3.99 -6.66 0.11
H -3.34 -4.09 -3.49 0.10
H -2.52 -5.57 -3.98 0.10
H -1.62 -4.08 -3.87 0.05

=====

# 3
41
Properties=species:S:1:pos:R:3:nbo_charge:R:1 method="wB97M-V/def2-TZVPD" homo_ha=-0.266 orbital_gap_ev=6.28 e_above_lowest_kj_mol=0.0
C 2.01 -4.90 -1.85 -0.61
C 0.87 -5.60 -1.10 -0.61
H 1.80 -4.86 -2.93 0.20
H 2.91 -5.52 -1.75 0.20
H 2.26 -3.89 -1.51 0.22
H -0.05 -5.02 -1.02 0.20
H 0.64 -6.53 -1.63 0.20
H 1.19 -5.90 -0.09 0.20
C 0.82 1.99 -2.38 0.06
C 0.62 3.18 -3.07 -0.24
C -0.55 3.91 -2.87 -0.14
C -1.46 3.42 -1.95 -0.24
H 1.73 1.40 -2.48 0.25
H 1.38 3.50 -3.77 0.24
H -0.74 4.83 -3.41 0.23
H -2.38 3.95 -1.75 0.22
N -0.10 1.45 -1.56 -0.51
C -1.21 2.20 -1.31 0.25
C -2.17 1.65 -0.34 0.14
N -1.83 0.46 0.20 -0.45
C -2.60 -0.06 1.16 0.07
C -4.21 1.72 0.94 -0.16
C -3.81 0.53 1.54 -0.24
H -2.24 -0.98 1.62 0.22
H -4.40 0.02 2.29 0.23
C -3.36 2.30 0.00 -0.22
H -3.62 3.25 -0.47 0.22
H -5.15 2.19 1.21 0.23
Sn 0.30 -0.72 -0.64 0.95
I 2.97 -0.89 -1.78 -0.57
C 2.41 0.45 3.81 -0.23
C 1.95 1.53 3.05 -0.23
C 1.30 1.31 1.82 -0.19
C 1.16 0.02 1.34 -0.42
C 1.54 -1.06 2.13 -0.26
C 2.19 -0.85 3.35 -0.21
H 2.94 0.61 4.76 0.21
H 2.11 2.53 3.43 0.20
H 0.92 2.17 1.29 0.19
H 1.33 -2.08 1.82 0.20
H 2.53 -1.70 3.93 0.21

=====

| no. | LUMO (eV) |
| --- | --- |
| 1 | -2.53 |
| 2 | -1.65 |
| 3 | -0.95 |